1.
19
Properties=species:S:1:pos:R:3:forces:R:3:nbo_charge:R:1 method="wB97M-V/def2-TZVPD" gap_ev=8.8830 e_homo_ev=-8.7 smiles=CNC.O.O.O
C -2.894751 1.481092 -0.950281 -3.73 -0.50 3.77 -0.425
N -2.411639 1.664870 0.471783 -2.00 -1.12 2.30 -0.620
C -2.188418 0.258031 1.206729 0.96 5.17 -0.89 -0.425
H -2.264775 0.771104 -1.446097 0.34 0.27 -0.75 0.214
H -3.972805 1.044967 -0.783255 1.73 0.01 -1.05 0.153
H -3.181113 2.464844 -1.305935 1.02 0.05 -0.83 0.209
H -3.224742 2.138690 1.076014 2.28 -1.17 -2.00 0.339
H -1.525191 0.529501 1.987879 1.09 0.15 0.67 0.187
H -1.711147 -0.332291 0.530823 1.43 -1.80 -1.90 0.190
H -2.905392 -0.261238 1.710496 -3.09 -1.08 0.68 0.178
H 2.895468 0.350171 -0.162326 1.30 -0.62 -1.80 0.474
H 3.298966 -1.024914 -0.198420 0.81 0.26 -0.76 0.475
O 3.428426 -0.249530 -0.794907 -1.71 0.53 2.62 -0.946
H 2.056672 -0.909948 2.515377 0.44 -1.26 -2.38 0.500
H 1.810879 -2.133357 1.503415 -0.39 -0.35 0.35 0.485
O 2.282984 -1.310244 1.600665 -0.17 1.47 2.06 -0.980
H 1.430869 -1.244902 -0.883538 -0.72 -0.18 0.34 0.456
H 1.677115 -0.890572 -2.226393 -1.43 -0.48 0.12 0.481
O 0.913050 -1.264086 -1.700658 1.84 0.64 -0.54 -0.944

2.
18
Properties=species:S:1:pos:R:3:forces:R:3:nbo_charge:R:1 method="wB97M-V/def2-TZVPD" gap_ev="8.3110 / 5.9021" e_homo_ev="-8.8 / -8.5"
C 0.296216 -0.103218 -2.413309 0.38 -1.18 1.30 -0.069
C -0.835622 0.424439 -1.911227 -3.15 1.35 -2.47 -0.117
C 0.394682 -0.280770 -0.296546 2.60 -0.18 -0.22 0.308
C 0.362437 0.035408 2.134052 0.28 -0.25 -3.28 0.070
C 1.047943 -0.306144 1.040706 -2.13 -0.27 1.35 -0.159
C -2.892115 1.030139 0.416841 -3.96 0.58 -1.08 0.456
C 2.365221 -0.993292 1.102650 2.86 -1.37 1.39 -0.652
N 1.083293 -0.641741 -1.424923 -2.09 1.79 2.23 -0.430
N -0.792645 0.379347 -0.556012 0.45 -0.54 -0.08 -0.170
N -1.600011 0.890804 0.396062 4.48 -0.76 1.77 -0.188
O -3.638708 0.881848 1.373233 0.92 -0.02 -0.30 -0.535
H 0.590108 -0.240304 -3.400134 0.15 0.00 -1.62 0.212
H -1.732887 0.799480 -2.492957 1.36 -0.37 1.09 0.229
H 0.302222 0.340839 3.129499 -0.03 0.27 1.16 0.204
H -3.346783 1.452381 -0.531373 0.40 -0.33 0.26 0.107
H 2.569946 -1.562669 0.193115 -0.35 0.07 0.10 0.263
H 2.519341 -1.707496 1.988496 -0.94 0.84 -1.20 0.231
H 3.307362 -0.399052 1.251827 -1.22 0.38 -0.40 0.241

3.
36
Properties=species:S:1:pos:R:3:forces:R:3:nbo_charge:R:1 method="wB97M-V/def2-TZVPD" gap_ev=9.9048 e_homo_ev=-9.5 smiles="CNC(=O)[C@@H](CC(=O)O)NC(=O)[C@@H](CO)NC(C)=O"
O -0.881734 1.673073 -3.419278 0.12 0.34 -0.14 -0.642
O 2.973138 2.304099 3.126901 -2.25 0.85 -2.76 -0.602
O -1.292477 -0.143786 -0.371543 -0.39 -0.44 0.14 -0.645
O 1.393366 -0.776076 1.796454 -1.18 0.65 1.37 -0.675
O 2.766425 2.727178 0.931473 0.81 0.39 -0.73 -0.671
O 2.316100 -1.227015 -0.701230 -0.58 -0.04 -0.12 -0.761
C -1.184228 0.505170 -3.605947 -1.25 2.06 -0.31 0.681
C 2.253520 2.540805 2.126624 0.89 -1.29 3.83 0.784
C -0.188553 0.271402 -0.668554 -1.16 -0.45 -0.70 0.688
C 0.536833 -0.040861 2.326715 1.77 -0.53 -1.36 0.681
N 0.007970 -0.287783 3.524994 -1.13 0.40 0.65 -0.585
N -0.520900 -0.462262 -3.012190 1.76 -1.63 1.19 -0.592
N 0.471975 1.105470 0.127088 1.16 0.97 1.73 -0.605
C -2.417840 0.141067 -4.414453 -0.18 -0.31 2.18 -0.700
C 0.549820 -1.272141 4.439416 1.58 -0.04 0.33 -0.424
C 1.249614 -1.442312 -1.649909 1.08 -0.93 1.26 -0.063
C 0.717006 2.562611 2.104210 0.32 -0.08 0.45 -0.508
C 0.487038 -0.186874 -1.967713 -0.40 0.59 -0.31 -0.155
C 0.114399 1.243183 1.573048 -0.35 -0.11 -1.72 -0.125
H 3.737400 2.711028 1.048910 -0.28 -0.11 -0.17 0.513
H 2.010078 -1.299682 0.247196 0.00 0.31 -1.32 0.516
H -0.682439 0.350944 3.908637 0.30 -0.14 -0.36 0.401
H -0.854576 -1.403386 -3.136898 0.10 -0.07 0.29 0.397
H 1.429331 1.340418 -0.112336 -0.22 -0.17 0.04 0.420
H -3.035531 -0.546258 -3.788453 0.26 0.51 -0.52 0.221
H -2.952623 1.051575 -4.610096 -0.22 0.26 -0.15 0.243
H -2.166461 -0.356312 -5.296955 0.37 -0.78 -1.55 0.222
H -0.027805 -1.455615 5.343607 -0.45 0.57 -0.23 0.215
H 0.656431 -2.253919 3.975771 0.20 0.27 -0.24 0.225
H 1.546288 -0.872289 4.763977 -0.63 -0.78 -0.20 0.212
H 0.599087 -2.218141 -1.254240 -0.46 -0.04 0.06 0.173
H 1.683362 -1.862841 -2.549828 0.27 0.14 -0.26 0.185
H 0.426647 3.409175 1.475144 -0.17 -0.34 -0.12 0.253
H 0.307561 2.756207 3.103521 0.48 -0.09 -0.11 0.240
H 1.214593 0.573243 -2.287594 -0.40 -0.15 -0.21 0.231
H -0.982813 1.283052 1.592088 0.22 0.22 0.10 0.253

4.
126
Properties=species:S:1:pos:R:3:forces:R:3:mulliken_charge:R:1 method="wB97M-V/def2-TZVPD" gap_ev=7.7510 e_homo_ev=-7.6 smiles="c1cc[nH]c1.c1cc[nH]c1.c1cc[nH]c1.c1cc[nH]c1.c1cc[nH]c1.c1cc[nH]c1.c1cc[nH]c1.CNC(C)=O.CNC(C)=O.CNC(C)=O.CC(C)=O.CC(C)=O"
C 2.834703 1.671592 3.712745 0.59 0.37 0.34 0.172
C 2.135866 2.547510 4.724776 -0.29 -0.45 -0.11 0.360
O 2.755629 3.221156 5.510757 0.09 0.06 0.08 -0.606
C 0.628857 2.594655 4.676648 -0.12 0.22 0.22 -0.656
H 2.825524 2.169303 2.743101 -0.13 -0.10 -0.07 -0.064
H 2.411945 0.673298 3.615473 -0.15 0.04 0.00 -0.100
H 3.878626 1.627440 4.020091 0.00 -0.21 -0.10 0.353
H 0.147975 1.651279 4.421985 0.20 -0.06 -0.23 -0.086
H 0.384714 3.347489 3.920248 -0.22 -0.09 0.01 0.249
H 0.242993 2.920322 5.641826 0.04 0.17 -0.06 0.405
C -4.088647 -1.403663 -3.041421 -0.43 0.29 0.68 -0.263
C -4.463345 -0.341484 -4.047910 0.21 -1.06 -0.86 0.442
O -5.623434 -0.085901 -4.256213 -0.16 0.35 0.15 -0.612
C -3.368382 0.236538 -4.911855 0.27 0.69 0.55 -0.586
H -4.984025 -1.608750 -2.452426 0.07 -0.04 0.04 0.442
H -3.297340 -1.053404 -2.375730 0.12 -0.11 -0.09 -0.156
H -3.779482 -2.334821 -3.515787 0.20 0.14 -0.22 0.270
H -2.441382 0.374099 -4.351525 -0.05 -0.05 0.06 -0.196
H -3.713325 1.213863 -5.246827 0.10 -0.08 -0.27 0.335
H -3.102623 -0.401438 -5.754295 -0.33 -0.14 -0.04 0.375
C -0.380879 -5.107598 0.449849 -0.05 -0.38 -0.01 -0.604
C -1.753381 -4.580053 0.090307 -0.33 0.61 0.25 0.548
O -2.281268 -3.651727 0.701097 0.31 -0.14 0.10 -0.722
N -2.345747 -5.139493 -0.976461 0.28 -0.99 -0.62 -0.170
C -3.679492 -4.903519 -1.485147 -0.29 0.25 0.17 -0.924
H -0.142115 -6.033005 -0.075161 0.15 0.21 -0.28 0.480
H -0.310011 -5.377185 1.503040 -0.30 0.31 0.10 0.223
H 0.370444 -4.340563 0.257504 0.08 -0.07 -0.10 -0.059
H -1.835142 -5.850672 -1.474549 0.10 0.00 0.22 0.247
H -4.002609 -3.896038 -1.232897 0.05 0.03 -0.08 0.244
H -4.414175 -5.605221 -1.082535 0.12 0.01 0.19 0.335
H -3.675864 -5.049339 -2.564017 0.06 0.22 -0.03 0.351
C 1.705645 1.735763 -6.377125 -0.18 -0.24 0.06 -1.139
C 1.486010 2.505753 -5.098776 -0.27 0.49 0.18 0.674
O 0.583855 3.313000 -4.955545 -0.16 0.10 -0.16 -0.634
N 2.385123 2.288282 -4.111783 0.37 -0.49 -0.30 -0.097
C 2.402782 2.962502 -2.846280 0.94 0.11 0.74 -0.499
H 0.743511 1.570739 -6.855867 -0.03 -0.01 0.06 0.294
H 2.178873 0.772445 -6.182292 0.05 0.01 -0.10 0.293
H 2.321909 2.306317 -7.070708 0.09 0.07 0.10 0.337
H 3.029803 1.525914 -4.236262 0.06 0.12 -0.03 0.317
H 3.366901 3.457928 -2.673260 0.04 -0.05 -0.28 0.344
H 2.327907 2.248469 -2.022785 -0.49 0.11 0.03 0.095
H 1.678457 3.762563 -2.765233 -0.35 -0.30 -0.15 0.088
C -6.078057 0.705768 2.872606 -0.43 -0.74 -0.21 -1.184
C -5.067284 1.193899 1.862444 -0.09 0.64 -0.43 0.716
O -5.420606 1.748068 0.828069 0.09 -0.30 0.32 -0.633
N -3.751216 1.064947 2.169923 -0.15 -0.39 0.26 0.087
C -3.189519 0.359173 3.310287 -0.09 0.41 -0.10 -0.949
H -6.999324 0.461288 2.344013 0.06 0.26 -0.14 0.359
H -6.327665 1.466833 3.609736 0.24 0.05 0.07 0.269
H -5.789480 -0.226419 3.361868 0.22 0.22 0.20 0.366
H -3.104232 1.395848 1.472710 -0.09 0.08 -0.11 0.065
H -3.763487 0.572375 4.211062 0.08 0.07 0.04 0.538
H -2.186022 0.760632 3.431312 0.05 -0.21 0.23 0.124
H -3.138788 -0.725535 3.196114 0.07 0.00 -0.18 0.316
N 2.346464 -4.575192 2.577797 0.22 -0.37 0.21 0.096
C 2.800712 -3.328287 2.262388 -0.17 0.17 -0.69 -0.896
C 3.551751 -3.452344 1.117787 0.16 0.08 0.47 0.095
C 3.635153 -4.832933 0.797615 -0.14 0.40 -0.35 -0.890
C 2.873696 -5.503967 1.717888 -0.23 0.09 -0.08 -0.810
H 1.701438 -4.830636 3.300884 0.10 0.28 0.25 0.234
H 2.520048 -2.428722 2.783552 -0.14 -0.19 0.26 0.807
H 4.019220 -2.631882 0.597784 0.11 -0.07 0.01 0.509
H 4.160899 -5.182970 -0.074871 -0.03 -0.43 0.16 0.418
H 2.594625 -6.536269 1.845290 0.19 -0.07 -0.15 0.446
N -1.318065 3.887684 -2.405671 -0.31 0.02 -0.24 0.397
C -1.958843 2.683465 -2.545268 0.25 0.40 -0.11 -0.695
C -3.236768 2.823737 -2.056752 0.64 -0.49 0.11 -0.320
C -3.338500 4.145049 -1.561044 -0.57 0.32 -0.12 -0.891
C -2.174467 4.804892 -1.861130 0.05 -0.31 0.25 -0.705
H -0.405874 4.087928 -2.772165 0.00 -0.05 -0.20 0.089
H -1.410096 1.865886 -2.981698 -0.18 -0.12 -0.01 0.654
H -3.984211 2.047690 -2.048103 -0.09 0.06 0.20 0.547
H -4.200745 4.551201 -1.055799 0.01 0.11 -0.15 0.474
H -1.916241 5.846443 -1.774368 0.11 -0.04 0.19 0.414
N -0.568751 -1.203121 0.610221 0.00 -0.71 -1.06 1.697
C -1.279681 -0.131972 0.118252 0.72 0.17 0.90 -1.702
C -0.388531 0.927962 0.036630 -0.82 -0.21 0.42 -0.059
C 0.875606 0.442700 0.443857 0.55 0.25 -0.76 -0.368
C 0.764060 -0.906228 0.667509 -0.27 0.44 0.73 -0.908
H -0.932642 -2.139243 0.747269 -0.41 0.11 -0.05 -0.656
H -2.349694 -0.186321 0.013144 -0.01 0.00 -0.16 1.077
H -0.665278 1.948595 -0.174984 0.10 -0.01 -0.24 0.161
H 1.778063 1.031229 0.493381 0.09 -0.15 -0.07 0.470
H 1.508979 -1.641233 0.919496 -0.10 -0.03 0.12 0.141
N -0.489350 -3.270403 5.198301 0.09 0.22 -0.11 0.144
C -0.259474 -2.638440 3.993402 -0.02 -0.64 0.32 -1.387
C -0.392205 -1.301934 4.187928 -0.06 0.56 -0.41 1.116
C -0.758219 -1.084346 5.547340 0.28 -0.61 0.11 -1.310
C -0.771853 -2.323721 6.139607 -0.09 0.54 0.19 -0.616
H -0.384805 -4.249067 5.384005 -0.10 -0.07 -0.02 0.195
H -0.097865 -3.183958 3.078677 0.08 -0.06 0.04 0.374
H -0.231490 -0.614141 3.369133 -0.19 0.23 0.21 0.558
H -0.980616 -0.188786 6.102746 0.13 0.22 -0.27 0.415
H -0.923040 -2.522269 7.187354 -0.08 -0.39 -0.09 0.419
N 5.844841 1.273816 0.385024 -0.54 0.13 0.01 0.028
C 6.509276 1.453700 1.566709 0.48 -0.22 -0.07 -0.456
C 6.037133 0.535003 2.473848 -0.04 0.70 -0.37 -1.286
C 4.975539 -0.136177 1.830924 -0.53 -0.56 0.05 0.365
C 4.863649 0.321864 0.542449 0.39 0.11 0.42 -1.018
H 5.882504 1.908262 -0.390990 0.18 -0.05 -0.08 0.251
H 7.308136 2.175709 1.618234 -0.02 -0.03 0.14 0.410
H 6.368291 0.398473 3.487827 0.04 0.03 0.03 0.471
H 4.330717 -0.854305 2.313251 0.08 -0.15 -0.18 0.619
H 4.209292 0.038642 -0.263734 -0.07 0.06 0.01 0.627
N 0.326814 -1.636735 -2.719586 0.12 -0.44 -0.80 0.353
C -0.674257 -2.480244 -3.108956 -0.48 0.03 0.70 -0.324
C -0.716560 -2.533839 -4.473663 0.33 -0.16 -0.13 -0.909
C 0.349507 -1.724851 -4.948407 0.07 0.11 0.15 -0.624
C 0.984135 -1.210327 -3.845422 -0.03 0.49 0.28 -0.436
H 0.561188 -1.403907 -1.768765 0.02 0.10 0.09 0.300
H -1.301890 -2.937717 -2.358707 -0.03 -0.02 -0.10 0.468
H -1.368883 -3.133629 -5.086378 -0.14 0.04 0.10 0.476
H 0.585679 -1.525805 -5.980199 0.13 -0.03 0.01 0.369
H 1.812653 -0.528820 -3.738196 -0.02 -0.02 -0.15 0.388
N 2.708461 5.355841 -0.546605 -0.47 -0.56 0.30 0.168
C 2.970726 4.284862 0.267081 0.40 -0.34 0.19 -1.193
C 1.784267 3.792024 0.747495 -0.55 0.42 -0.25 0.895
C 0.749639 4.597842 0.191180 0.22 -0.29 0.17 -0.965
C 1.348222 5.524226 -0.601048 -0.22 0.75 -0.57 -1.082
H 3.403874 5.830622 -1.088138 -0.07 0.20 -0.03 0.241
H 3.991303 3.966622 0.412246 -0.06 -0.05 0.15 0.559
H 1.535820 2.969427 1.391966 0.53 -0.09 0.11 0.363
H -0.308241 4.478276 0.356086 -0.02 0.07 -0.07 0.617
H 0.885050 6.283849 -1.211827 0.18 0.08 0.03 0.415

5.
12
Properties=species:S:1:pos:R:3:forces:R:3:nbo_charge:R:1 method="wB97M-V/def2-TZVPD" gap_ev="7.5390 / 7.4939" e_homo_ev="-8.1 / -7.9"
C -1.091030 -0.190625 0.487334 -0.24 0.27 -0.56 0.716
C 1.217055 -0.586531 1.182312 0.62 0.56 -0.93 0.036
C -0.745525 0.618601 -0.778601 -0.32 -0.16 0.18 -0.619
C 0.637082 0.772290 -1.241553 0.68 -0.86 0.46 -0.316
N -0.080797 -0.692766 1.320965 -0.43 -0.34 0.48 -0.669
O -2.236689 -0.403890 0.777762 0.06 -0.03 0.08 -0.546
S 2.590904 -1.044304 1.803506 -0.32 0.02 0.04 0.094
I 1.503099 -0.616314 -2.522263 -0.21 0.35 0.26 0.170
H -1.360636 0.141099 -1.547152 -0.08 0.12 0.06 0.259
H -1.178466 1.603715 -0.574466 -0.05 -0.04 -0.07 0.260
H 1.241448 1.624058 -0.994219 0.11 0.11 -0.03 0.204
H -0.496444 -1.225333 2.086374 0.17 -0.01 0.03 0.412

6.
35
Properties=species:S:1:pos:R:3:forces:R:3:nbo_charge:R:1 method="wB97M-V/def2-TZVPD" gap_ev=8.4340 e_homo_ev=-8.1 smiles="CCOCc1nnc(NC(=O)CSc2ccccc2)s1"
C 5.054537 0.226284 -1.484168 -0.03 -0.29 -0.21 -0.648
C 5.375395 -0.887582 -2.476221 0.24 0.30 0.10 -0.060
O 4.505737 -2.001367 -2.411399 -0.11 -0.21 0.14 -0.524
C 3.208438 -1.784308 -2.900201 0.00 -0.26 -0.35 -0.118
C 2.288503 -1.158540 -1.906354 0.10 -0.29 0.60 0.030
N 1.474033 -0.202417 -2.156109 0.82 -0.30 -1.38 -0.242
N 0.736332 0.185278 -1.124404 -0.92 0.60 1.11 -0.337
C 0.975671 -0.476468 -0.042631 0.85 -0.77 -0.56 0.240
N 0.380331 -0.295908 1.166875 0.14 -0.42 0.69 -0.635
C -0.576037 0.631164 1.562654 0.10 0.01 -0.02 0.687
O -0.948183 0.624990 2.705673 0.04 0.00 0.10 -0.551
C -1.053596 1.567364 0.487213 -1.00 0.45 0.27 -0.661
H -1.319828 1.032469 -0.423975 0.16 0.07 0.12 0.267
H -0.255700 2.266570 0.232577 -0.02 -0.08 -0.10 0.275
S -2.435596 2.596054 1.067154 0.22 0.03 -0.13 0.281
C -3.654393 1.409388 1.557204 0.22 0.12 -0.14 -0.164
C -3.681059 0.100676 1.100009 -0.05 0.02 0.03 -0.191
C -4.681635 -0.753461 1.529900 -0.02 -0.10 -0.03 -0.211
C -5.662049 -0.310187 2.399634 -0.07 -0.06 0.03 -0.228
C -5.640983 1.002511 2.843071 -0.07 -0.02 0.01 -0.192
C -4.641412 1.859526 2.427538 0.12 0.01 -0.10 -0.229
H -4.609982 2.881491 2.773039 -0.01 0.11 0.10 0.219
H -6.401854 1.358068 3.521882 -0.06 0.03 0.06 0.214
H -6.437866 -0.984048 2.730592 -0.06 -0.05 0.03 0.213
H -4.692644 -1.774139 1.175731 -0.01 -0.08 -0.02 0.211
H -2.934195 -0.267221 0.412995 0.07 -0.02 -0.07 0.197
H 0.687528 -0.907355 1.915151 -0.16 0.20 -0.07 0.423
S 2.217620 -1.718026 -0.241441 -0.49 0.64 -0.34 0.323
H 3.211488 -1.160055 -3.804426 -0.06 -0.06 0.10 0.202
H 2.820507 -2.777675 -3.157690 0.04 0.18 -0.05 0.211
H 6.360464 -1.307367 -2.257988 -0.05 0.11 -0.11 0.191
H 5.380617 -0.483493 -3.499147 0.04 -0.09 0.06 0.163
H 4.997486 -0.175874 -0.475089 0.00 0.01 0.09 0.212
H 5.841385 0.974811 -1.518227 0.09 0.11 0.00 0.220
H 4.110940 0.708847 -1.729420 -0.03 0.10 0.04 0.214